1.
A cluster of 2 separate species, C8H13NO in total at a distorted geometry. Source: the OMol25 dataset; level of theory: ωB97M-V/def2-TZVPD.

Geometry (Å):
H -0.87 1.27 1.28
O 1.39 -1.59 0.60
H -0.93 0.55 2.92
H -2.26 -1.98 0.53
H 2.14 -1.22 -0.07
C -0.65 -0.77 1.37
C 1.65 0.90 -0.65
H -2.65 -0.95 1.97
C -0.42 0.59 1.98
C -2.11 -1.01 1.05
C 1.72 1.65 -1.78
H -2.61 -0.11 0.40
C 0.05 0.24 -2.07
H 0.67 0.92 2.19
H 2.41 2.43 -1.87
H -0.90 -0.25 -2.31
N 0.55 0.07 -0.80
H 0.36 1.80 -3.51
H -0.50 -2.03 -0.83
H -0.33 -1.54 1.94
H 2.28 0.87 0.24
C 0.27 -1.03 0.12
C 0.72 1.21 -2.70

Results
Lowest unoccupied orbital energy = 0.870 eV
Frontier orbital gap = 9.558 eV

***

2.
An isolated molecule of C8H13NO3Si at a distorted geometry. Source: the OMol25 dataset; level of theory: ωB97M-V/def2-TZVPD.

Geometry (Å):
C -0.80 -1.76 1.01
C 0.99 -0.19 -0.01
N 3.28 1.47 0.17
H 3.12 1.70 -1.85
C 2.82 0.86 1.21
H 1.30 0.17 -2.20
H 3.41 1.05 2.03
H -0.60 -2.49 -1.54
O -1.57 2.14 -0.80
Si -1.84 0.96 0.18
H 1.46 -0.53 2.08
H -1.83 -1.74 0.85
H -0.48 -2.73 0.66
C 1.70 -0.01 1.19
C -0.86 -1.45 -1.40
H -1.87 -1.37 -1.46
O -3.31 0.43 -0.06
H -0.73 2.46 -0.84
H -1.97 1.08 2.47
C 1.59 0.40 -1.14
C -0.35 -0.82 -0.11
O -1.71 1.57 1.69
H -0.54 -1.52 1.95
H -0.45 -0.88 -2.25
C 2.67 1.25 -0.96
H -3.42 -0.04 -0.86

Results
Structure (SMILES) = CC(C)(c1ccncc1)[Si](O)(O)O
Lowest unoccupied orbital energy = 0.305 eV
Frontier orbital gap = 8.759 eV

***

3.
A structure of composition C8H13NORu at a distorted geometry. Source: the OMol25 dataset; level of theory: ωB97M-V/def2-TZVPD.

Geometry (Å):
H -0.85 -0.38 2.71
H 0.12 -3.43 1.05
Ru -0.10 0.33 -0.13
H 1.56 -1.82 0.06
H -1.67 1.02 -2.59
H 0.63 3.12 0.51
C 0.58 -1.75 -0.43
H -1.86 2.75 -0.51
H 0.59 -1.93 -1.52
C 1.29 1.70 -1.11
C -0.43 -2.89 0.27
H -0.06 1.17 3.22
H -0.85 -3.52 -0.52
C 0.37 2.50 -0.34
H 0.93 0.34 -2.88
C 0.10 0.17 2.80
C -0.95 2.32 -0.89
H 0.81 -0.37 3.44
H -1.94 -1.86 1.17
C 0.53 1.02 -2.14
H 2.36 1.60 -0.95
O 0.77 0.32 1.57
C -0.85 1.39 -1.99
N -1.09 -1.79 0.63

Results
Total charge = -1
Lowest unoccupied orbital energy (alpha / beta) = 3.958 / 3.628 eV
Frontier orbital gap (alpha / beta) = 4.532 / 6.505 eV
Multiplicity = 6

***

4.
A structure of composition C8H13NPSn at a distorted geometry. Source: the OMol25 dataset; level of theory: ωB97M-V/def2-TZVPD.

Geometry (Å):
Sn 0.57 1.20 -1.25
H -0.38 -2.44 3.87
N 0.43 -0.23 0.93
H -1.51 3.59 -3.54
H -1.16 1.44 -4.55
H 0.30 -2.63 -0.72
H 1.27 -2.39 -2.63
H -0.70 -0.63 -3.15
C -1.09 1.47 -3.44
C 0.70 -2.26 3.86
C -1.57 2.95 -1.47
H 0.50 -0.11 4.06
H 2.37 -2.05 -0.82
C 1.02 -0.81 3.40
H 1.19 -2.99 3.20
C -1.25 2.02 -0.52
H -2.03 3.92 -1.23
C 0.66 -0.52 2.04
C -0.76 0.37 -2.71
H 1.08 -2.44 4.87
H 2.09 -0.64 3.51
H -1.52 2.11 0.53
P 1.12 -1.69 -1.39
C -1.33 2.75 -2.86

Results
Total charge = -1
Lowest unoccupied orbital energy = 2.506 eV
Frontier orbital gap = 3.537 eV

***

5.
The ion C8H13O with charge +1 at a distorted geometry. Source: the OMol25 dataset; level of theory: ωB97M-V/def2-TZVPD.

Geometry (Å):
C -0.67 1.16 -0.11
C 3.03 0.68 0.32
H 3.43 0.24 1.22
H 1.57 -3.12 -0.04
H 3.34 1.76 0.51
H 3.84 0.34 -0.51
H 2.34 -1.82 1.08
C 1.36 -1.07 -0.41
C 1.65 0.25 -0.10
H -4.22 -0.89 -0.33
C 0.71 1.32 -0.33
C -3.28 -0.41 -0.58
H -1.26 2.14 -0.25
H -3.46 0.37 -1.39
H -2.72 1.26 0.99
H -2.60 -1.13 -1.04
H -2.74 -0.45 1.50
C 1.79 -2.11 0.25
H 0.76 -1.05 -1.30
H 0.97 2.34 -0.45
C -2.60 0.15 0.62
O -1.23 0.07 0.35

Results
Total charge = +1
Lowest unoccupied orbital energy = -5.695 eV
Frontier orbital gap = 8.109 eV

***

6.
A cluster of 2 separate species, C8H13O2PS in total at a distorted geometry. Source: the OMol25 dataset; level of theory: ωB97M-V/def2-TZVPD.

Geometry (Å):
H -4.49 1.22 -0.21
C 3.15 0.79 -2.18
H -2.05 -2.56 1.74
H -1.99 -2.64 -0.03
O -0.78 1.10 1.16
H 4.09 1.08 -2.39
H -0.47 2.76 -0.34
H 1.99 1.98 1.10
C -2.54 0.27 0.27
C 2.98 0.11 -0.90
H -0.71 -3.35 0.83
H -1.86 -0.24 2.32
S -2.35 0.70 -1.63
C -0.57 -1.26 0.77
H 2.33 1.56 -2.09
H -0.36 -1.10 -0.32
C 2.75 -0.60 0.03
P 0.21 1.60 -0.06
O 1.21 2.48 0.86
H 0.40 -1.31 1.32
C -3.55 0.79 -0.29
C -1.38 -2.56 0.88
H 2.76 -0.95 1.01
H 2.74 0.29 -3.04
C -1.51 -0.15 1.18

Results
Structure (SMILES) = CC[C@@H](OPO)C1=CS1.C#CC
Lowest unoccupied orbital energy = 0.662 eV
Frontier orbital gap = 8.570 eV

***

One value per record, in order, for ΔE to the lowest compared entry with this formula, charge and spin: 73.2 22.8 27.2 9.9 25.1 33.2 kcal per mole.